Run A
The following is a DFT calculation (ωB97M-V/def2-TZVPD) of an isolated molecule of C6H15N.

Geometry as XYZ:
```
22
C6H15N | OMol25 | ωB97M-V/def2-TZVPD
C 0.34958 1.12582 -2.39532
C -0.13261 -0.32696 -2.40380
C 0.04865 -0.96618 -1.02332
N -0.96097 -0.59571 -0.07636
C -0.74070 -1.02149 1.31118
C 0.43966 -0.36344 2.00060
C 0.13566 1.07533 2.45213
H 0.11440 1.67438 -3.31146
H 1.40491 1.26524 -2.15898
H -0.20727 1.68966 -1.63379
H 0.50356 -0.90740 -3.06879
H -1.17179 -0.33819 -2.69927
H 1.09677 -0.76966 -0.74812
H 0.05499 -2.05494 -1.18611
H -1.05773 0.41924 -0.06895
H -0.58606 -2.09173 1.25460
H -1.65969 -0.85871 1.86909
H 0.83109 -0.90701 2.85261
H 1.28929 -0.33889 1.32471
H 1.04905 1.53863 2.83489
H -0.21120 1.66473 1.61025
H -0.58959 1.08730 3.26422
```

## Properties
spin multiplicity = 1
SMILES string = CCCNCCC
highest occupied orbital energy = -0.320 Eh
net charge = 0


Run B
The following is a DFT calculation (ωB97M-V/def2-TZVPD) of an isolated molecule of C6H15N.

Geometry as XYZ:
```
22
C6H15N | OMol25 | ωB97M-V/def2-TZVPD
C -3.10813 -0.90477 0.43331
C -1.80668 -0.24081 0.81481
N -0.83649 -0.37843 -0.26791
C 0.46040 0.27331 0.01951
C 1.20021 -0.26040 1.22695
C 1.33082 0.20942 -1.22600
C 2.29855 1.38037 -1.41224
H -2.89894 -1.91667 0.06768
H -3.65644 -0.34066 -0.32307
H -3.75780 -1.03388 1.29455
H -1.41300 -0.69915 1.73563
H -1.87818 0.82947 1.00666
H -0.63777 -1.36615 -0.41708
H 0.20427 1.32751 0.20254
H 2.18413 0.21630 1.29487
H 0.72117 -0.08696 2.19477
H 1.37687 -1.33924 1.15011
H 1.89051 -0.72780 -1.29008
H 0.63463 0.14907 -2.06685
H 1.77820 2.29020 -1.69049
H 2.92873 1.48381 -0.52640
H 2.98495 1.13547 -2.22127
```

## Properties
spin multiplicity = 1
SMILES string = CCN[C@@H](C)CC
highest occupied orbital energy = -0.322 Eh
net charge = 0


Run C
The following is a DFT calculation (ωB97M-V/def2-TZVPD) of a structure of composition C6H15N.

Geometry as XYZ:
```
22
C6H15N | OMol25 | ωB97M-V/def2-TZVPD
C 1.92275 0.12110 0.58788
C 2.28603 -0.08572 -0.84554
C 0.68898 0.58813 1.05390
N -0.39921 0.73650 0.34320
C -0.86124 -1.58665 -0.47735
C -1.36068 -0.32542 0.25451
C -2.55598 0.21119 -0.52408
H 0.63038 0.97438 2.08269
H 2.66510 -0.00640 1.37567
H 3.35946 -0.09524 -0.92160
H 1.92388 0.72089 -1.49132
H 1.92513 -1.04845 -1.19426
H 2.07868 2.97628 0.28191
H 1.58972 2.61533 -0.14491
H 1.16066 -0.73659 0.86948
H -1.63008 -2.31847 -0.70043
H -0.13808 -2.13496 0.14891
H -0.32951 -1.28764 -1.36680
H -1.72506 -0.71715 1.21844
H -2.25144 0.28913 -1.57202
H -2.81938 1.21805 -0.21674
H -3.42912 -0.44314 -0.50407
```

## Properties
spin multiplicity = 1
highest occupied orbital energy = -0.267 Eh
net charge = 0


In terms of stability, run B leads; the second structure lies 0.171 eV higher.


Run A
The following is a DFT calculation (ωB97M-V/def2-TZVPD) of an isolated molecule of C6H15N.

Geometry as XYZ:
```
22
C6H15N | OMol25 | ωB97M-V/def2-TZVPD
C 2.73511 0.04141 0.29937
C 1.38282 -0.34168 -0.35721
C 0.17488 0.39634 0.15278
C -0.17429 0.08770 1.61780
C -1.03984 0.20479 -0.75878
C -1.69560 -1.19869 -0.70849
N -2.06024 1.22171 -0.44395
H 2.58108 -0.16000 1.36204
H 3.51004 -0.56581 -0.14822
H 2.79812 1.12389 0.19646
H 1.49685 -0.18361 -1.44117
H 1.24348 -1.42901 -0.27987
H 0.39630 1.47718 0.06489
H -1.08614 0.60857 1.90002
H 0.60721 0.23822 2.35666
H -0.41603 -0.98148 1.59386
H -0.71825 0.30543 -1.79915
H -2.29760 -1.28810 0.18966
H -0.89653 -1.92302 -0.84827
H -2.34045 -1.23814 -1.58843
H -2.57955 1.54187 -1.25273
H -1.62137 2.06241 -0.10728
```

## Properties
spin multiplicity = 1
SMILES string = CC[C@H](C)[C@@H](C)N
highest occupied orbital energy = -0.338 Eh
net charge = 0


Run B
The following is a DFT calculation (ωB97M-V/def2-TZVPD) of an isolated molecule of C6H15N.

Geometry as XYZ:
```
22
C6H15N | OMol25 | ωB97M-V/def2-TZVPD
C 0.16955 1.12935 -2.70512
C 0.52792 0.96976 -1.17288
C 0.92546 -0.44101 -0.77599
C -0.26452 -1.29483 -0.27873
C -0.44040 -1.44621 1.25841
N -1.14068 -0.32457 1.81617
C -0.25724 0.72631 2.37381
H -0.88756 0.94857 -2.91001
H 0.77491 0.40987 -3.23764
H 0.40384 2.16791 -2.94197
H 1.36262 1.63289 -1.02510
H -0.29447 1.41389 -0.61805
H 1.49267 -1.04128 -1.49527
H 1.58989 -0.38910 0.09983
H -0.15447 -2.26316 -0.78639
H -1.22306 -0.91541 -0.63542
H 0.55578 -1.60745 1.70082
H -0.99375 -2.38991 1.32719
H -1.83405 -0.42612 2.54009
H 0.57161 0.91360 1.71030
H -0.83954 1.66489 2.32946
H -0.04450 0.56203 3.42648
```

## Properties
spin multiplicity = 1
SMILES string = CCCCCNC
highest occupied orbital energy = -0.314 Eh
net charge = 0


In terms of stability, run A leads; the second structure lies 0.907 eV higher.


Run A
The following is a DFT calculation (ωB97M-V/def2-TZVPD) of a cluster of 2 separate species, C3H10NOS in total.

Geometry as XYZ:
```
16
C3H10NOS | OMol25 | ωB97M-V/def2-TZVPD
C -0.24102 1.26227 0.86454
C 0.27401 -0.16978 0.28458
S -0.78744 -0.90521 -1.02283
C -0.02597 1.58852 2.32364
N 1.30394 1.26047 2.82540
H -1.28316 1.19438 0.47858
H 0.32085 1.96343 0.24054
H 0.22311 -0.90519 1.03450
H 1.07499 0.24337 -0.30378
H -0.82604 0.99820 2.84016
H -0.17419 2.65511 2.52029
H 1.32147 0.47233 3.43959
H 1.90030 1.04193 1.99345
H 0.20421 -2.18336 -2.86268
H 0.05527 -0.89872 -3.60056
O 0.07171 -1.84780 -3.77470
```

## Properties
spin multiplicity = 1
highest occupied orbital energy = -0.103 Eh
net charge = -1


Run B
The following is a DFT calculation (ωB97M-V/def2-TZVPD) of a cluster of 2 separate species, C3H10NOS in total.

Geometry as XYZ:
```
16
C3H10NOS | OMol25 | ωB97M-V/def2-TZVPD
C -2.98364 -0.92358 -0.70968
S -2.48183 0.11309 0.73290
C -0.81503 0.59041 0.33216
H -2.18318 -1.42151 -1.26411
H -3.69095 -0.35914 -1.34623
H -3.58632 -1.69730 -0.21718
H -0.14169 -0.12087 0.78254
H -0.55906 0.51556 -0.72929
H -0.70777 1.65950 0.54624
N 3.81022 0.50888 -1.02504
C 3.05554 -0.24990 0.07756
O 1.72310 -0.13626 0.07643
H 3.18580 0.28851 -1.80648
H 3.51745 1.45775 -0.77244
H 3.58935 -1.22026 -0.03409
H 3.45797 0.12127 1.05711
```

## Properties
spin multiplicity = 1
highest occupied orbital energy = -0.105 Eh
net charge = -1


In terms of stability, run A leads; the second structure lies 0.831 eV higher.